# C27H40BrF2N4O9

A 3-piece molecular cluster, C27H40BrF2N4O9 overall at a distorted geometry (ωB97M-V/def2-TZVPD, the Open Molecules 2025 dataset).

LUMO level	-5.435	eV
HOMO-LUMO gap	0.1887	Ha
charge	+1
E_tot	-128490.805	eV

Atoms and positions in Å:
1 C 4.525 0.857 4.042
2 C 4.015 2.055 3.431
3 C 4.801 2.629 2.169
4 O 5.538 1.804 1.547
5 O 4.717 4.016 1.777
6 C 3.450 4.214 1.072
7 C 3.720 4.956 -0.353
8 C 4.125 3.943 -1.528
9 C 2.913 3.068 -2.128
10 C 1.447 3.504 -1.643
11 C 0.409 2.405 -2.279
12 C -0.206 1.412 -1.189
13 C -1.763 1.134 -1.295
14 F -2.563 1.727 -2.298
15 C -2.387 0.167 -0.247
16 C -3.984 -0.097 -0.339
17 C -4.643 1.046 0.616
18 O -4.772 0.773 1.831
19 Br -5.158 2.801 -0.139
20 C -1.504 -0.506 0.831
21 C -2.129 -1.555 1.902
22 C -2.175 -2.996 1.122
23 C -1.004 -3.166 0.042
24 O -0.720 -4.580 -0.287
25 C 0.712 -4.558 -0.541
26 C 1.768 -4.891 0.616
27 O 1.125 -4.225 -1.689
28 N -0.088 -0.192 0.884
29 F 0.623 -0.782 1.877
30 C 0.590 0.705 -0.057
31 O 1.991 0.938 0.119
32 N 2.744 -0.199 -0.043
33 O 2.278 -0.940 -0.846
34 H 4.929 0.014 3.372
35 H 4.548 0.680 5.168
36 H 3.078 2.512 3.894
37 H 3.043 3.177 0.808
38 H 2.652 4.751 1.688
39 H 4.648 5.626 -0.168
40 H 2.834 5.639 -0.582
41 H 4.908 3.212 -1.095
42 H 4.614 4.542 -2.366
43 H 3.114 1.962 -1.910
44 H 2.924 3.198 -3.278
45 H 1.303 3.550 -0.512
46 H 1.096 4.519 -2.075
47 H -0.416 2.932 -2.877
48 H 0.987 1.760 -3.035
49 H -4.372 0.021 -1.407
50 H -4.212 -1.156 0.027
51 H -1.479 -1.638 2.841
52 H -3.185 -1.199 2.152
53 H -3.182 -3.040 0.558
54 H -2.190 -3.862 1.869
55 H -0.018 -2.776 0.514
56 H -1.229 -2.646 -0.964
57 H 2.809 -5.001 0.151
58 H 1.783 -3.992 1.347
59 H 1.513 -5.874 1.133
60 C 2.271 -8.766 -4.971
61 O 2.604 -9.461 -4.030
62 N 1.953 -7.440 -4.899
63 C 1.565 -6.676 -6.067
64 C 2.007 -6.777 -3.612
65 H 2.199 -9.173 -5.993
66 H 2.269 -5.851 -6.203
67 H 0.559 -6.276 -5.913
68 H 1.568 -7.300 -6.962
69 H 3.022 -6.854 -3.212
70 H 1.321 -7.277 -2.923
71 H 1.729 -5.727 -3.709
72 C -7.493 4.408 3.750
73 O -8.320 5.093 4.319
74 N -6.140 4.569 3.836
75 C -5.216 3.710 3.126
76 C -5.612 5.636 4.664
77 H -7.788 3.571 3.097
78 H -4.566 3.211 3.850
79 H -4.610 4.320 2.450
80 H -5.749 2.956 2.547
81 H -5.950 5.492 5.693
82 H -5.994 6.594 4.301
83 H -4.521 5.641 4.633

# C27H40BrIN4O3RhS2Si

C27H40BrIN4O3RhS2Si as an isolated structure at a distorted geometry (ωB97M-V/def2-TZVPD, the Open Molecules 2025 dataset).

LUMO level (spin up / spin down)	-3.933 / -4.048	eV
ΔE to the lowest compared entry with this formula, charge and spin	177.9	kJ/mol
HOMO-LUMO gap (spin up / spin down)	0.2365 / 0.2324	Ha
charge	+1
E_tot	-151445.538	eV

Atoms and positions in Å:
1 Rh 0.497 -0.472 0.681
2 O -0.537 -5.290 2.996
3 C -0.811 -4.389 3.943
4 C -1.230 -4.868 5.185
5 C -1.517 -3.991 6.210
6 C -1.392 -2.612 6.022
7 C -0.985 -2.130 4.801
8 C -0.694 -3.002 3.745
9 C -0.276 -2.475 2.458
10 O -0.257 -1.167 2.307
11 N 0.055 -3.266 1.486
12 N 0.433 -2.598 0.355
13 C 0.897 -3.356 -0.564
14 S 0.967 -5.086 -0.410
15 C 1.972 -5.316 -1.905
16 C 1.587 -4.256 -2.916
17 S 1.521 -2.663 -2.042
18 H -0.250 -4.823 2.183
19 H -1.317 -5.940 5.314
20 H -1.839 -4.380 7.168
21 H -1.612 -1.927 6.832
22 H -0.876 -1.063 4.645
23 H 1.770 -6.318 -2.282
24 H 3.023 -5.246 -1.635
25 H 0.610 -4.450 -3.351
26 H 2.326 -4.170 -3.711
27 C 4.896 -0.067 -1.206
28 N 3.614 -0.053 -0.507
29 C 3.217 0.897 0.359
30 N 4.041 1.916 0.636
31 O 2.074 0.864 0.887
32 H 4.862 -0.834 -1.973
33 H 5.717 -0.297 -0.527
34 H 5.075 0.887 -1.706
35 H 2.951 -0.787 -0.691
36 H 4.992 1.944 0.315
37 H 3.733 2.593 1.311
38 Br 1.296 -0.085 -6.139
39 C 0.638 1.664 -5.799
40 C -0.085 2.296 -6.801
41 C -0.592 3.567 -6.589
42 C -0.379 4.212 -5.378
43 C 0.344 3.584 -4.378
44 C 0.858 2.310 -4.587
45 I 1.919 1.409 -3.028
46 H -0.247 1.786 -7.741
47 H -1.156 4.054 -7.376
48 H -0.775 5.206 -5.210
49 H 0.517 4.083 -3.431
50 C 0.308 2.904 -0.229
51 Si -0.716 1.508 0.559
52 C -1.189 1.987 2.312
53 C 0.038 1.971 3.241
54 C -2.323 1.113 2.868
55 C -1.703 3.440 2.124
56 C -2.153 1.044 -0.632
57 C -1.546 1.007 -2.049
58 C -2.695 -0.355 -0.315
59 C -3.294 2.059 -0.626
60 H -0.344 3.728 -0.529
61 H 0.851 2.582 -1.120
62 H 1.039 3.269 0.498
63 H 0.500 0.989 3.286
64 H -0.254 2.246 4.262
65 H 0.786 2.706 2.923
66 H -2.027 0.069 2.958
67 H -3.225 1.180 2.251
68 H -2.607 1.462 3.868
69 H -0.931 4.116 1.748
70 H -2.012 3.836 3.100
71 H -2.578 3.489 1.475
72 H -0.699 0.310 -2.110
73 H -1.198 1.996 -2.368
74 H -2.297 0.671 -2.774
75 H -1.906 -1.119 -0.348
76 H -3.442 -0.640 -1.066
77 H -3.171 -0.408 0.667
78 H -2.935 3.076 -0.816
79 H -3.853 2.063 0.314
80 H -4.001 1.807 -1.426

# C27H40Cl3F15N2O12

A 8-piece molecular cluster, C27H40Cl3F15N2O12 overall at a distorted geometry (ωB97M-V/def2-TZVPD, the Open Molecules 2025 dataset).

LUMO level	0.131	eV
ΔE to the lowest compared entry with this formula, charge and spin	378.5	kJ/mol
HOMO-LUMO gap	0.3529	Ha
charge	0
E_tot	-134525.319	eV

Atoms and positions in Å:
1 C 2.264 5.321 5.738
2 O 1.874 4.276 5.254
3 N 1.856 6.524 5.287
4 C 2.283 7.764 5.925
5 C 0.934 6.806 4.136
6 H 2.948 5.513 6.579
7 H 2.614 7.723 6.963
8 H 1.476 8.478 6.089
9 H 3.023 8.333 5.362
10 H -0.017 7.259 4.416
11 H 1.420 7.467 3.418
12 H 0.700 5.964 3.485
13 C -7.249 1.955 -7.718
14 O -8.093 2.686 -8.287
15 N -5.945 2.148 -7.891
16 C -5.417 3.174 -8.747
17 C -5.008 1.248 -7.129
18 H -7.511 1.135 -7.032
19 H -5.155 4.045 -8.148
20 H -6.178 3.501 -9.456
21 H -4.600 2.772 -9.345
22 H -4.470 0.663 -7.875
23 H -4.221 1.791 -6.605
24 H -5.341 0.561 -6.352
25 C 2.700 -6.029 -8.506
26 C 3.481 -6.080 -9.859
27 O 4.786 -6.538 -9.641
28 C 5.681 -6.518 -10.647
29 O 5.577 -5.879 -11.677
30 C 6.940 -7.346 -10.273
31 F 7.127 -7.531 -8.979
32 F 6.824 -8.538 -10.821
33 F 8.029 -6.687 -10.803
34 H 1.636 -5.823 -8.618
35 H 3.065 -5.205 -7.893
36 H 2.816 -6.822 -7.768
37 H 3.488 -5.079 -10.291
38 H 2.905 -6.783 -10.460
39 C -5.908 6.484 -1.067
40 C -5.000 7.733 -1.308
41 O -5.341 8.772 -0.392
42 C -4.377 9.597 0.100
43 O -3.208 9.476 -0.281
44 C -4.871 10.572 1.149
45 F -4.323 10.120 2.303
46 F -4.372 11.738 0.756
47 F -6.228 10.731 1.110
48 H -6.950 6.671 -1.330
49 H -5.856 6.201 -0.016
50 H -5.568 5.690 -1.731
51 H -4.997 8.155 -2.313
52 H -3.981 7.364 -1.200
53 C -1.270 -10.433 1.696
54 C -2.401 -9.985 2.668
55 O -3.696 -10.351 2.283
56 C -4.122 -11.657 2.167
57 O -3.384 -12.671 2.227
58 C -5.642 -11.790 1.945
59 F -6.236 -10.696 2.486
60 F -5.920 -11.894 0.662
61 F -6.060 -12.861 2.542
62 H -1.201 -11.517 1.789
63 H -0.312 -10.084 2.082
64 H -1.455 -10.081 0.681
65 H -2.359 -8.897 2.717
66 H -2.116 -10.448 3.613
67 C 6.377 2.934 -1.864
68 C 7.522 3.961 -1.579
69 O 8.742 3.221 -1.318
70 C 9.138 2.861 -0.056
71 O 8.521 3.040 0.985
72 C 10.494 2.138 0.021
73 F 11.214 2.502 1.097
74 F 10.369 0.817 0.219
75 F 11.166 2.394 -1.116
76 H 6.704 2.173 -2.572
77 H 5.525 3.408 -2.351
78 H 5.970 2.376 -1.022
79 H 7.266 4.535 -0.688
80 H 7.587 4.667 -2.407
81 C -2.556 -2.455 9.864
82 C -1.573 -2.591 10.980
83 O -0.618 -1.550 10.964
84 C -0.729 -0.560 11.867
85 O -1.618 -0.502 12.711
86 C 0.280 0.549 11.552
87 F 1.410 0.091 10.877
88 F -0.384 1.471 10.852
89 F 0.618 1.016 12.726
90 H -3.140 -3.362 9.712
91 H -1.913 -2.214 9.017
92 H -3.226 -1.605 9.999
93 H -0.919 -3.445 10.799
94 H -2.064 -2.774 11.936
95 C 0.035 -0.998 0.417
96 Cl -1.031 -1.875 1.504
97 Cl -0.809 0.368 -0.439
98 Cl 0.634 -2.160 -0.782
99 H 0.922 -0.619 0.923

# C27H40Cl3N2OPdSbSi3

C27H40Cl3N2OPdSbSi3 as an isolated structure at a distorted geometry (ωB97M-V/def2-TZVPD, the Open Molecules 2025 dataset).

LUMO level (spin up / spin down)	-0.200 / -1.839	eV
ΔE to the lowest compared entry with this formula, charge and spin	0.0	kJ/mol
HOMO-LUMO gap (spin up / spin down)	0.2569 / 0.2049	Ha
charge	0
E_tot	-104894.365	eV
2S+1	3

Atoms and positions in Å:
1 Pd 0.322 -0.909 0.010
2 Cl 0.817 0.478 7.166
3 C 0.832 0.664 5.445
4 C 1.241 -0.435 4.685
5 C 1.258 -0.266 3.330
6 Cl 1.712 -1.657 2.372
7 C 0.837 0.938 2.663
8 O 0.765 1.029 1.374
9 C 0.476 2.034 3.532
10 Cl -0.084 3.548 2.917
11 C 0.473 1.886 4.893
12 H 1.548 -1.346 5.207
13 H 0.203 2.690 5.573
14 C -2.063 -1.105 2.360
15 N -1.686 -1.140 0.952
16 C -2.495 -1.782 0.150
17 C -1.967 -2.295 -1.047
18 C -2.471 -3.155 -2.088
19 C -1.444 -3.330 -2.978
20 C -0.353 -2.615 -2.484
21 N -0.623 -2.043 -1.330
22 C -1.760 -2.439 3.107
23 C -2.185 -2.546 4.435
24 C -1.904 -3.669 5.188
25 C -1.126 -4.706 4.656
26 C -0.743 -4.628 3.329
27 C -1.094 -3.532 2.534
28 H -3.149 -0.889 2.468
29 H -1.561 -0.271 2.875
30 H -3.514 -2.016 0.441
31 H -3.464 -3.539 -2.187
32 H -1.464 -3.926 -3.874
33 H 0.650 -2.513 -2.917
34 H -2.750 -1.724 4.893
35 H -2.288 -3.732 6.222
36 H -0.830 -5.531 5.313
37 H -0.134 -5.412 2.878
38 H -0.858 -3.545 1.464
39 C -2.577 -0.074 -3.970
40 Si -1.576 1.468 -3.463
41 C -0.386 1.844 -4.935
42 C -2.875 2.866 -3.216
43 Sb -0.320 1.338 -1.153
44 Si 0.893 3.614 -1.070
45 C -0.355 4.859 -0.403
46 C 1.534 4.153 -2.802
47 C 2.416 3.596 0.083
48 Si 2.580 -0.916 -0.971
49 C 3.951 -0.101 0.126
50 C 2.555 -0.095 -2.742
51 C 2.836 -2.855 -1.017
52 H -3.282 0.217 -4.753
53 H -3.147 -0.485 -3.112
54 H -1.904 -0.875 -4.341
55 H -0.998 1.759 -5.863
56 H 0.453 1.132 -5.039
57 H 0.047 2.867 -4.933
58 H -3.531 2.852 -4.100
59 H -2.417 3.876 -3.082
60 H -3.520 2.657 -2.342
61 H -0.904 5.353 -1.235
62 H 0.204 5.616 0.173
63 H -1.083 4.428 0.305
64 H 0.728 4.580 -3.423
65 H 2.016 3.361 -3.376
66 H 2.281 4.935 -2.589
67 H 2.187 3.139 1.052
68 H 2.724 4.652 0.254
69 H 3.275 3.047 -0.346
70 H 4.830 0.099 -0.494
71 H 4.257 -0.765 0.939
72 H 3.578 0.854 0.578
73 H 2.727 0.986 -2.586
74 H 1.589 -0.246 -3.253
75 H 3.380 -0.520 -3.368
76 H 2.216 -3.383 -0.283
77 H 3.891 -3.097 -0.762
78 H 2.610 -3.304 -2.014

# C27H40ClGeN6O6RhS

C27H40ClGeN6O6RhS as an isolated structure at a distorted geometry (ωB97M-V/def2-TZVPD, the Open Molecules 2025 dataset).

LUMO level	-6.859	eV
ΔE to the lowest compared entry with this formula, charge and spin	0.0	kJ/mol
HOMO-LUMO gap	0.2746	Ha
charge	+2
E_tot	-132740.134	eV

Atoms and positions in Å:
1 Rh -0.969 0.621 -0.526
2 C -4.639 0.379 1.612
3 C -3.321 0.170 0.957
4 N -2.662 1.086 0.345
5 O -3.168 2.343 0.286
6 C -2.633 -1.133 0.940
7 C -3.217 -2.351 1.565
8 N -1.499 -1.119 0.312
9 O -0.803 -2.236 0.144
10 H -5.022 1.376 1.417
11 H -4.547 0.236 2.691
12 H -5.354 -0.359 1.248
13 H -2.606 2.813 -0.360
14 H -3.332 -2.211 2.642
15 H -2.575 -3.207 1.389
16 H -4.208 -2.555 1.158
17 O 1.400 2.927 -5.112
18 C 1.479 1.612 -5.100
19 O 1.615 0.948 -6.087
20 C 1.407 0.926 -3.756
21 C 1.798 -0.372 -3.524
22 Cl 2.443 -1.439 -4.653
23 N 1.526 -0.692 -2.202
24 N 0.902 0.385 -1.616
25 C 0.854 1.334 -2.538
26 C 0.181 2.632 -2.177
27 O 0.498 3.659 -2.736
28 O -0.685 2.513 -1.223
29 C 2.013 -1.725 -1.372
30 C 2.861 -2.731 -1.801
31 C 3.301 -3.689 -0.894
32 C 2.928 -3.703 0.450
33 C 2.116 -2.699 0.889
34 C 1.591 -1.703 0.003
35 H 1.209 3.317 -4.230
36 H 3.216 -2.789 -2.810
37 H 3.979 -4.451 -1.259
38 H 3.296 -4.471 1.114
39 H 1.808 -2.648 1.927
40 H 0.320 -1.885 0.030
41 C 2.414 1.802 5.777
42 C 1.253 1.670 4.801
43 C 1.283 0.345 4.047
44 C 0.179 0.208 2.996
45 Ge 0.228 1.318 1.396
46 C 1.352 2.891 1.356
47 C 2.837 2.524 1.540
48 C 3.734 3.764 1.549
49 C 3.489 4.672 2.747
50 H 2.360 2.739 6.330
51 H 3.372 1.778 5.253
52 H 2.412 0.987 6.502
53 H 1.276 2.505 4.095
54 H 0.303 1.750 5.338
55 H 1.170 -0.471 4.766
56 H 2.266 0.204 3.588
57 H -0.799 0.450 3.443
58 H 0.067 -0.820 2.634
59 H 1.658 -0.706 0.437
60 H 1.012 3.554 2.156
61 H 1.185 3.412 0.412
62 H 3.156 1.857 0.730
63 H 2.980 1.979 2.478
64 H 3.590 4.319 0.618
65 H 4.773 3.429 1.551
66 H 2.501 5.135 2.721
67 H 4.216 5.482 2.770
68 H 3.583 4.119 3.685
69 S -2.130 0.252 -2.674
70 C -2.785 -1.316 -3.007
71 N -3.699 -1.376 -3.967
72 C -4.301 -2.616 -4.467
73 C -3.362 -3.774 -4.188
74 C -2.955 -3.749 -2.726
75 N -2.405 -2.430 -2.396
76 H -3.969 -0.498 -4.383
77 H -4.476 -2.496 -5.534
78 H -5.267 -2.770 -3.981
79 H -2.475 -3.694 -4.819
80 H -3.857 -4.715 -4.424
81 H -2.185 -4.488 -2.517
82 H -3.811 -3.963 -2.082
83 H -1.677 -2.374 -1.695

> What is the charge in the fifth record?

+2

Repeat the fourth record exactly.
# C27H40Cl3N2OPdSbSi3

C27H40Cl3N2OPdSbSi3 as an isolated structure at a distorted geometry (ωB97M-V/def2-TZVPD, the Open Molecules 2025 dataset).

LUMO level (spin up / spin down)	-0.200 / -1.839	eV
ΔE to the lowest compared entry with this formula, charge and spin	0.0	kJ/mol
HOMO-LUMO gap (spin up / spin down)	0.2569 / 0.2049	Ha
charge	0
E_tot	-104894.365	eV
2S+1	3

Atoms and positions in Å:
1 Pd 0.322 -0.909 0.010
2 Cl 0.817 0.478 7.166
3 C 0.832 0.664 5.445
4 C 1.241 -0.435 4.685
5 C 1.258 -0.266 3.330
6 Cl 1.712 -1.657 2.372
7 C 0.837 0.938 2.663
8 O 0.765 1.029 1.374
9 C 0.476 2.034 3.532
10 Cl -0.084 3.548 2.917
11 C 0.473 1.886 4.893
12 H 1.548 -1.346 5.207
13 H 0.203 2.690 5.573
14 C -2.063 -1.105 2.360
15 N -1.686 -1.140 0.952
16 C -2.495 -1.782 0.150
17 C -1.967 -2.295 -1.047
18 C -2.471 -3.155 -2.088
19 C -1.444 -3.330 -2.978
20 C -0.353 -2.615 -2.484
21 N -0.623 -2.043 -1.330
22 C -1.760 -2.439 3.107
23 C -2.185 -2.546 4.435
24 C -1.904 -3.669 5.188
25 C -1.126 -4.706 4.656
26 C -0.743 -4.628 3.329
27 C -1.094 -3.532 2.534
28 H -3.149 -0.889 2.468
29 H -1.561 -0.271 2.875
30 H -3.514 -2.016 0.441
31 H -3.464 -3.539 -2.187
32 H -1.464 -3.926 -3.874
33 H 0.650 -2.513 -2.917
34 H -2.750 -1.724 4.893
35 H -2.288 -3.732 6.222
36 H -0.830 -5.531 5.313
37 H -0.134 -5.412 2.878
38 H -0.858 -3.545 1.464
39 C -2.577 -0.074 -3.970
40 Si -1.576 1.468 -3.463
41 C -0.386 1.844 -4.935
42 C -2.875 2.866 -3.216
43 Sb -0.320 1.338 -1.153
44 Si 0.893 3.614 -1.070
45 C -0.355 4.859 -0.403
46 C 1.534 4.153 -2.802
47 C 2.416 3.596 0.083
48 Si 2.580 -0.916 -0.971
49 C 3.951 -0.101 0.126
50 C 2.555 -0.095 -2.742
51 C 2.836 -2.855 -1.017
52 H -3.282 0.217 -4.753
53 H -3.147 -0.485 -3.112
54 H -1.904 -0.875 -4.341
55 H -0.998 1.759 -5.863
56 H 0.453 1.132 -5.039
57 H 0.047 2.867 -4.933
58 H -3.531 2.852 -4.100
59 H -2.417 3.876 -3.082
60 H -3.520 2.657 -2.342
61 H -0.904 5.353 -1.235
62 H 0.204 5.616 0.173
63 H -1.083 4.428 0.305
64 H 0.728 4.580 -3.423
65 H 2.016 3.361 -3.376
66 H 2.281 4.935 -2.589
67 H 2.187 3.139 1.052
68 H 2.724 4.652 0.254
69 H 3.275 3.047 -0.346
70 H 4.830 0.099 -0.494
71 H 4.257 -0.765 0.939
72 H 3.578 0.854 0.578
73 H 2.727 0.986 -2.586
74 H 1.589 -0.246 -3.253
75 H 3.380 -0.520 -3.368
76 H 2.216 -3.383 -0.283
77 H 3.891 -3.097 -0.762
78 H 2.610 -3.304 -2.014

> Look up the charge of the fourth one.

0